Record 1
19
Properties=species:S:1:pos:R:3:forces:R:3 method="wB97M-V/def2-TZVPD" relative_energy_kcal_mol=102.9 charge=0 homo_lumo_gap_ha=0.3693 lumo_energy_ev=0.906
C -0.013326 0.864895 -0.860136 0.438 -6.574 1.164
C -0.139630 2.024825 -0.709509 0.391 2.272 0.139
C 0.503830 -1.244625 1.831301 0.733 -2.582 -1.545
C -0.908448 -1.161221 1.366311 -0.686 -2.312 0.388
C 0.292184 -1.083015 -0.424579 0.002 2.217 -1.870
C -0.429715 3.404137 -0.442520 1.243 -0.136 -0.252
C 0.727287 -1.535075 -1.815059 -1.257 1.043 0.030
O 1.251944 -1.105937 0.567449 -1.328 -0.105 -0.211
O -0.863377 -1.684601 0.032859 1.400 1.490 -0.096
H 0.920661 -0.542530 2.479307 0.081 1.270 1.200
H 0.644822 -2.273461 2.206223 0.521 0.420 -0.045
H -1.635450 -1.797175 1.876522 0.270 0.323 0.341
H -1.179888 -0.178104 1.338477 -1.278 2.692 -0.238
H -1.149956 3.646287 -1.177759 -1.215 0.997 -0.194
H 0.418171 4.089916 -0.525461 0.012 -0.234 -0.088
H -0.729192 3.363112 0.577089 -0.905 0.820 0.777
H -0.241484 -1.828590 -2.346396 1.513 0.125 0.635
H 1.422622 -2.358467 -1.638871 0.023 0.026 -0.692
H 1.108944 -0.600368 -2.335248 0.041 -1.754 0.557

Record 2
27
Properties=species:S:1:pos:R:3:forces:R:3 method="wB97M-V/def2-TZVPD" relative_energy_kcal_mol=0.0 charge=+2 homo_lumo_gap_ha="0.2417 / 0.2415" lumo_energy_ev="-11.206 / -11.206"
Pd -0.116933 -0.464368 -0.537903 0.449 0.731 0.350
C 1.531299 -0.200672 2.543458 -0.025 0.061 -0.039
C 1.526133 -0.746910 1.175950 0.009 0.034 0.092
C 2.023683 -0.000320 0.059216 -0.039 -0.015 0.024
C 2.070392 -0.553340 -1.233439 0.032 -0.326 -0.135
C 1.540023 -1.844870 -1.472578 -0.356 -0.030 0.107
C 0.932899 -2.548046 -0.403408 0.068 0.008 -0.302
C 0.864744 -1.972620 0.882132 0.008 -0.113 0.008
H 1.934105 -0.948289 3.233935 -0.018 -0.023 -0.010
H 0.497082 -0.009905 2.863494 0.008 0.006 -0.026
H 2.104310 0.719127 2.619933 -0.011 0.010 0.004
H 2.373153 1.012860 0.217713 -0.006 0.007 0.013
H 2.435215 0.031287 -2.069802 0.039 0.070 0.050
H 1.550581 -2.269611 -2.467866 0.006 0.006 -0.018
H 0.454956 -3.501810 -0.593217 -0.030 -0.010 0.013
H 0.338475 -2.494582 1.673064 0.002 0.009 0.007
O -3.155571 0.477588 -2.806224 0.184 -0.029 -0.176
P -2.213294 0.545898 -1.612396 -0.058 0.127 -0.173
O -0.701329 0.862447 -1.894129 -0.139 -0.197 -0.104
O -2.054056 -0.835180 -0.936865 0.113 -0.330 -0.109
O -2.727986 1.622443 -0.613982 -0.052 -0.048 -0.014
P -1.875980 1.937549 0.761116 0.106 0.024 0.411
O -1.038338 3.191978 0.356177 0.107 -0.087 -0.175
O -2.684063 1.969983 1.954747 -0.253 0.172 0.154
O -0.842204 0.725382 0.853397 0.001 0.012 -0.084
H -3.456651 1.257911 -3.302213 -0.111 -0.023 0.102
H -1.310646 4.036070 0.749691 -0.034 -0.046 0.030